This record from the OMol25 dataset describes a structure of composition C11H8NO5Rh. The level of theory is wB97M-V/def2-TZVPD.

Structure (XYZ):
```
26
Properties=species:S:1:pos:R:3:forces:R:3
O 1.2478 4.8703 1.3604 -0.975 -2.185 -0.637
C 0.8061 3.8562 1.0872 0.947 2.102 0.637
Rh 0.4588 -0.7193 -0.9552 0.170 -6.200 -1.724
C 0.8078 -0.6477 0.8422 1.945 -0.917 2.315
O 1.3428 -0.7756 1.8380 0.076 0.423 1.178
C 0.4388 -4.2005 -1.6652 0.438 -5.468 -4.828
O 0.5102 -5.1101 -2.4308 -0.445 5.624 4.827
C 1.6692 -0.0267 -2.1708 4.547 4.516 -1.844
O 2.5212 0.6918 -2.4343 -1.959 -2.050 -0.165
C -1.2726 -0.1973 -0.9477 -6.120 3.439 -2.733
O -2.1607 0.4133 -1.3284 1.276 -1.429 1.375
H 0.5368 0.5014 0.1289 0.460 1.642 0.948
N -1.4867 0.8203 2.2004 1.151 -0.284 1.771
C -0.9041 0.5511 3.3802 0.942 -0.091 1.547
C -1.5816 -0.3389 4.2842 -0.913 -1.256 1.149
C -0.9658 -0.9947 5.3670 -0.691 -1.058 0.254
C 0.3872 -0.6632 5.6995 -0.017 0.127 -0.186
C 1.0105 0.3817 4.9619 -0.066 1.606 -2.432
C 0.3652 1.0473 3.8141 0.642 -2.185 2.277
H -2.4095 0.4718 2.2013 -1.260 -0.204 -1.115
H -0.9527 1.0809 1.3898 -0.365 0.737 0.041
H -2.6504 -0.4856 4.0413 0.623 -0.437 0.348
H -1.4344 -1.8849 6.0126 0.565 2.441 -1.762
H 0.9313 -1.1997 6.5476 -0.818 0.918 -1.375
H 2.0704 0.6447 5.1868 -1.126 0.014 -0.074
H 0.7172 1.8692 3.2201 0.972 0.174 0.208
```
Forces are in eV/Å.

Properties
- Total charge: +2
- Spin multiplicity: 5
- Energy relative to the best compared isomer or geometry (same formula, charge and spin): 23.8 kcal per mole